[1]
Here is one molecule with the formula C4H7NS in a non-equilibrium geometry from OMol25. Energies are from ωB97M-V with the def2-TZVPD basis set.

```
! RIJCOSX wB97M-V def2-TZVPD def2/J DEFGRID3
* xyz 0 1
C 0.096 -1.928 0.972
C 0.874 -0.844 0.934
C 0.648 0.341 0.018
C -0.941 1.560 -1.268
H -0.872 -2.079 0.445
H 0.358 -2.756 1.644
H 1.766 -0.688 1.550
H 0.637 1.287 0.605
H 1.403 0.322 -0.814
H -1.355 -0.043 -0.124
H -2.080 1.793 -1.473
N -0.637 0.331 -0.693
S 0.101 2.703 -1.795
*
```

Values from the calculation:
HOMO level in eV: -8.5
Total energy in hartree: -609.50280
Gap between HOMO and LUMO in eV: 9.140
Molar mass in g/mol: 101.174
Structure (SMILES): C=CCNC=S

Atomic partial charges in e from the natural (NBO) method, atoms 1 to 5: atom 1 (C): -0.41, atom 2 (C): -0.18, atom 3 (C): -0.28, atom 4 (C): -0.10, atom 5 (H): 0.20

***

[2]
Here is a 2-piece molecular cluster, C15H26N4O6 overall in a non-equilibrium geometry from OMol25. Energies are from ωB97M-V with the def2-TZVPD basis set.

```
! RIJCOSX wB97M-V def2-TZVPD def2/J DEFGRID3
* xyz 0 1
O 1.430 0.982 -4.183
O -1.412 -2.656 3.551
O 0.324 1.386 -0.586
N 2.069 0.984 4.009
O 5.414 2.626 3.406
O -2.677 -1.706 1.885
O 0.675 -2.479 -2.029
C 0.598 0.157 -4.533
C -1.547 -1.869 2.621
C -0.246 1.173 -1.651
C 1.208 0.793 3.040
C 2.970 1.800 2.102
C 3.172 1.617 3.441
N 1.719 1.279 1.853
N -0.879 2.201 -2.232
N -0.280 -0.405 -3.702
C 0.530 -0.281 -5.978
C 4.392 2.031 4.228
C -1.781 2.201 -3.384
C -4.873 -2.426 1.209
C -3.747 -2.605 2.218
C -0.340 -1.017 2.249
C -0.128 0.138 3.239
C 0.874 -1.125 -1.662
C -0.263 -0.263 -2.233
H 6.175 2.898 3.947
H 1.447 -2.984 -1.757
H 3.661 2.275 1.411
H 1.220 1.310 0.960
H -0.734 3.084 -1.766
H -0.878 -1.121 -4.078
H -0.484 -0.156 -6.353
H 0.827 -1.326 -6.047
H 1.215 0.329 -6.567
H 4.796 1.146 4.729
H 4.082 2.741 5.001
H -2.422 1.318 -3.366
H -1.201 2.216 -4.309
H -2.410 3.092 -3.355
H -5.704 -3.095 1.451
H -4.520 -2.658 0.200
H -5.239 -1.395 1.227
H -3.404 -3.646 2.191
H -4.118 -2.395 3.227
H 0.543 -1.663 2.242
H -0.480 -0.621 1.241
H -0.178 -0.239 4.266
H -0.920 0.883 3.116
H 0.887 -1.056 -0.574
H 1.831 -0.771 -2.047
H -1.192 -0.702 -1.870
*
```

Values from the calculation:
HOMO level in eV: -7.8
Total energy in hartree: -1257.67928
Gap between HOMO and LUMO in eV: 8.099
Molar mass in g/mol: 358.395
Structure (SMILES): CCOC(=O)CCc1nc(CO)c[nH]1.CNC(=O)[C@H](CO)NC(C)=O

Atomic partial charges in e from the natural (NBO) method, atoms 1 to 5: atom 1 (O): -0.63, atom 2 (O): -0.60, atom 3 (O): -0.68, atom 4 (N): -0.48, atom 5 (O): -0.73

***

[3]
Here is C55H45AuN8PS as an isolated structure from OMol25. Energies are from ωB97M-V with the def2-TZVPD basis set.

```
! RIJCOSX wB97M-V def2-TZVPD def2/J DEFGRID3
* xyz 1 1
Au 0.716 -0.199 -0.285
C -4.791 1.748 -1.034
N -3.530 1.233 -1.538
C -2.542 0.629 -0.813
N -1.546 0.271 -1.593
C -1.859 0.678 -2.851
C -3.096 1.280 -2.848
C -3.893 1.866 -3.937
C -4.335 3.186 -3.871
C -5.070 3.733 -4.911
C -5.358 2.967 -6.032
C -4.908 1.658 -6.111
C -4.180 1.107 -5.068
C -0.909 0.456 -3.952
C -0.684 1.436 -4.915
C 0.237 1.222 -5.929
C 0.942 0.028 -5.986
C 0.725 -0.950 -5.025
C -0.196 -0.738 -4.013
P -2.702 0.206 0.947
C -1.743 -1.342 1.032
N -0.486 -1.586 0.669
C -0.228 -2.907 0.918
C -1.362 -3.483 1.431
N -2.300 -2.483 1.507
C -3.645 -2.650 2.041
C -1.594 -4.856 1.907
C -0.765 -5.384 2.894
C -0.946 -6.685 3.335
C -1.959 -7.465 2.796
C -2.788 -6.946 1.812
C -2.604 -5.647 1.366
C 1.063 -3.536 0.595
C 1.099 -4.768 -0.051
C 2.312 -5.354 -0.376
C 3.503 -4.718 -0.054
C 3.474 -3.496 0.605
C 2.261 -2.910 0.933
C -1.580 1.352 1.812
N -0.267 1.273 1.908
C 0.119 2.239 2.796
C -0.989 2.927 3.240
N -2.067 2.342 2.611
C -3.458 2.744 2.742
C -1.140 4.081 4.144
C -0.557 5.301 3.811
C -0.678 6.390 4.660
C -1.387 6.269 5.847
C -1.971 5.056 6.186
C -1.845 3.966 5.339
C 1.535 2.407 3.161
C 1.913 2.998 4.366
C 3.253 3.145 4.686
C 4.236 2.700 3.813
C 3.868 2.094 2.621
C 2.528 1.947 2.298
H -5.106 1.145 -0.184
H -5.539 1.681 -1.820
H -4.693 2.790 -0.725
H -4.088 3.794 -3.010
H -5.408 4.758 -4.850
H -5.929 3.393 -6.847
H -5.126 1.060 -6.986
H -3.826 0.086 -5.128
H -1.226 2.372 -4.863
H 0.410 1.991 -6.669
H 1.662 -0.139 -6.777
H 1.279 -1.878 -5.066
H -0.357 -1.492 -3.252
H -3.607 -3.376 2.849
H -4.324 -3.006 1.267
H -4.000 -1.697 2.421
H 0.026 -4.772 3.308
H -0.298 -7.089 4.100
H -2.101 -8.481 3.141
H -3.572 -7.556 1.383
H -3.233 -5.252 0.577
H 0.174 -5.263 -0.320
H 2.327 -6.307 -0.887
H 4.450 -5.177 -0.306
H 4.398 -3.001 0.875
H 2.249 -1.970 1.471
H -3.490 3.761 3.124
H -3.990 2.085 3.427
H -3.940 2.717 1.767
H 0.003 5.388 2.888
H -0.219 7.333 4.396
H -1.481 7.118 6.510
H -2.516 4.958 7.114
H -2.281 3.014 5.615
H 1.162 3.334 5.068
H 3.529 3.602 5.627
H 5.281 2.816 4.067
H 4.625 1.730 1.938
H 2.253 1.453 1.375
N 0.961 2.958 -0.807
C 1.827 2.229 -1.540
N 1.965 0.936 -1.398
C 2.882 0.408 -2.315
C 3.270 -0.923 -2.394
C 4.214 -1.269 -3.341
C 4.763 -0.312 -4.199
C 4.382 1.014 -4.119
C 3.437 1.361 -3.163
S 2.783 2.940 -2.798
H 0.546 2.504 -0.002
H 1.097 3.953 -0.747
H 2.833 -1.654 -1.727
H 4.532 -2.300 -3.422
H 5.498 -0.612 -4.933
H 4.809 1.756 -4.779
*
```

Values from the calculation:
HOMO level in eV: -10.1
Total energy in hartree: -3436.13252
Gap between HOMO and LUMO in eV: 8.362
Molar mass in g/mol: 1078.029

Atomic partial charges in e from the Mulliken method, atoms 1 to 5: atom 1 (Au): 0.57, atom 2 (C): -1.16, atom 3 (N): 0.21, atom 4 (C): -0.63, atom 5 (N): 0.36

***

[4]
Here is C4H12LiO9P2 as an isolated structure in a non-equilibrium geometry from OMol25. Energies are from ωB97M-V with the def2-TZVPD basis set.

```
! RIJCOSX wB97M-V def2-TZVPD def2/J DEFGRID3
* xyz -1 1
Li 6.651 5.704 7.092
C 3.958 4.470 5.997
O 5.343 4.273 5.773
C 5.684 4.483 4.440
C 7.188 4.445 4.331
O 7.784 5.547 4.991
C 7.743 6.741 4.290
H 3.393 3.778 5.361
H 3.635 5.490 5.732
H 3.758 4.312 7.036
H 5.345 5.485 4.191
H 5.170 3.798 3.733
H 7.451 4.367 3.270
H 7.602 3.587 4.871
H 8.378 6.701 3.376
H 8.106 7.499 4.989
H 6.742 7.077 3.971
O 4.647 6.036 10.185
P 6.293 6.305 9.923
O 6.806 6.449 11.289
O 6.805 5.294 8.918
O 6.238 7.740 9.231
P 5.414 8.171 7.839
O 3.042 7.320 8.580
O 6.220 7.540 6.721
O 4.180 7.017 7.692
H 4.618 5.938 11.179
H 3.390 6.841 9.366
*
```

Values from the calculation:
HOMO level in eV: -4.5
Total energy in hartree: -1527.26882
Gap between HOMO and LUMO in eV: 7.104
Molar mass in g/mol: 273.020

Atomic partial charges in e from the natural (NBO) method, atoms 1 to 5: atom 1 (Li): 0.89, atom 2 (C): -0.25, atom 3 (O): -0.55, atom 4 (C): -0.10, atom 5 (C): -0.09